# 1
Below is a molecular structure, C17H26BBeClCs2F7ILiO9S, with properties calculated with ωB97M-V/def2-TZVPD.

```
67
Properties=species:S:1:pos:R:3:forces:R:3:mulliken_charge:R:1
O -3.101922 -3.970776 3.914693 1.4 5.7 -1.1 -0.516
C -2.953315 -2.707988 3.747473 -1.0 -4.0 -0.4 0.164
O -2.739748 -2.111281 2.413299 1.4 -1.5 1.8 -0.156
C -1.342098 -2.365316 2.063710 1.8 0.1 1.1 0.093
C -1.155092 -3.359090 0.815291 -0.2 0.4 -0.8 0.294
C 0.377136 -3.942933 0.850758 0.4 -0.6 4.9 0.371
O 0.956796 -4.266471 1.908630 -2.7 1.1 -4.8 -0.331
I 1.590910 -4.187451 -0.979814 0.0 -0.9 0.7 0.229
C -0.543304 -0.990539 1.941006 1.3 3.2 -0.3 0.612
C -0.762492 0.061786 3.094099 2.7 1.3 -3.2 -0.322
C -0.022374 1.441546 3.010771 0.4 -3.1 -3.0 -0.692
C 0.921333 1.725896 1.785838 -0.9 -2.4 -0.3 -0.293
C 1.178450 0.712744 0.638538 -3.2 -1.2 3.7 -0.736
C 0.403069 -0.651202 0.747272 -0.2 2.2 2.3 0.175
H -2.932127 -1.956340 4.610920 -0.1 -1.0 -1.3 0.428
H -0.895779 -2.918492 2.980307 -0.3 0.8 -1.6 0.384
H -1.952633 -4.219022 0.910535 3.7 3.8 0.3 -0.524
H -1.387444 -2.869467 -0.210949 0.5 -0.7 1.6 0.162
H -1.431108 -0.166361 3.985836 1.0 0.3 -1.5 0.114
H -0.165594 2.232932 3.822569 0.3 -1.4 -1.3 0.310
H 1.498142 2.722882 1.710470 -1.1 -1.7 0.3 0.366
H 1.862997 0.907424 -0.256623 -1.2 -0.2 1.6 0.336
H 0.594579 -1.402898 -0.094832 -0.5 1.2 1.4 -0.192
C 2.709056 -4.046483 5.615104 -0.2 -0.9 1.0 0.595
F 2.069416 -4.979792 4.871001 0.2 0.5 -0.1 -0.225
F 1.863175 -3.724270 6.622195 0.4 0.3 -0.7 -0.233
F 3.753389 -4.680533 6.196662 -0.3 0.6 -0.6 -0.228
S 3.225984 -2.572718 4.605934 0.7 1.4 -0.5 1.071
O 1.981275 -2.030438 4.064404 0.2 -0.7 0.3 -0.454
O 4.119403 -3.109098 3.582859 -0.6 -0.3 0.5 -0.631
O 3.888600 -1.679866 5.546997 -0.6 -0.9 -0.3 -0.590
Be 2.253402 -6.628134 0.339701 0.0 1.0 -0.2 0.423
Cl -5.375295 -2.442666 2.970001 3.3 3.4 3.9 -0.715
C 4.255803 6.995204 -0.137360 -0.2 0.1 0.1 -1.003
C 3.692411 5.584989 -0.183333 0.6 0.2 -0.2 -0.330
O 2.355460 5.489199 0.305561 -1.0 0.1 0.3 -0.520
C 1.382584 6.250895 -0.378333 1.3 0.0 -0.4 -0.064
C 1.246625 5.891536 -1.847588 -0.3 -0.2 -0.1 -1.086
H 4.227482 7.384950 0.884909 0.1 -0.1 -0.1 0.305
H 5.290446 7.002747 -0.488119 -0.1 0.0 0.1 0.383
H 3.686381 7.683511 -0.765256 0.1 0.0 -0.1 0.258
H 4.302222 4.941735 0.454361 -0.3 0.0 0.1 0.328
H 3.756604 5.168071 -1.192412 -0.1 0.0 0.0 0.324
H 1.583579 7.322176 -0.250852 0.0 0.2 -0.1 0.632
H 0.425020 6.051759 0.125864 0.1 -0.8 0.3 -0.241
H 2.169284 6.075190 -2.398674 -0.1 0.1 0.1 0.286
H 0.453567 6.483728 -2.313587 0.1 0.0 -0.1 0.405
H 1.003296 4.831702 -1.960132 0.0 0.1 0.0 0.346
B -1.690933 -2.866432 -3.197103 -0.7 0.6 -1.5 0.385
F -2.273056 -3.951477 -3.924182 0.5 0.7 0.9 -0.380
F -0.535958 -3.340107 -2.478530 -0.6 0.2 0.0 -0.178
F -1.299386 -1.834369 -4.102342 -0.2 -0.9 1.1 -0.340
F -2.648751 -2.350180 -2.258835 0.7 -0.5 -0.1 -0.404
Li -0.956529 6.969922 0.517850 -0.2 0.2 0.1 0.981
Cs -3.068618 -5.831089 0.700696 -1.9 -2.4 -0.2 1.014
O -8.252526 -1.547999 1.340880 -0.7 0.2 -0.5 -0.731
H -7.524973 -1.498583 1.942642 0.3 2.0 1.1 0.384
C -1.091277 0.207573 -7.259258 0.2 0.2 0.0 -0.934
C -1.489612 -1.015285 -8.062116 -0.3 0.1 0.4 -0.267
O -1.943998 -2.044221 -7.194785 0.0 -0.1 -0.3 -0.468
H -0.302442 -0.043086 -6.545315 -0.1 0.0 -0.1 0.208
H -0.733859 1.006008 -7.914943 0.0 0.0 0.0 0.356
H -1.939364 0.582210 -6.678676 0.0 0.0 -0.1 0.305
H -0.634801 -1.399213 -8.623147 -0.1 -0.1 0.1 0.275
H -2.288271 -0.774089 -8.771579 0.1 0.1 -0.2 0.252
H -2.704787 -1.701133 -6.707804 0.3 -0.2 0.1 0.270
Cs -6.938414 -3.551428 1.536843 -4.0 -5.4 -4.6 0.962
```
Positions in Å, forces in eV/Å.

Calculated values
LUMO = -8.07 eV
Total charge = +1
2S+1 = 1
Electronic energy = -3282.3574 hartree
HOMO level = -9.46 eV
Molar mass = 994.4 g mol⁻¹

---

# 2
Below is a molecular structure, C17H26BeN3O2S5, with properties calculated with ωB97M-V/def2-TZVPD.

```
54
Properties=species:S:1:pos:R:3:forces:R:3:mulliken_charge:R:1
Be -0.048075 -0.509939 -0.812078 -0.2 0.7 0.7 -1.146
O 1.418552 -0.095139 -1.328998 0.7 0.5 0.6 -0.082
C 1.677447 0.987693 -2.266012 -0.1 0.2 -0.2 -0.344
C 1.051315 0.735928 -3.620078 0.0 0.0 0.1 -0.766
C -0.429843 0.334059 -3.540611 0.0 -0.1 0.1 -1.253
C -1.215425 1.112715 -2.516616 -0.2 0.2 0.0 0.935
C -1.808643 2.348132 -2.772459 0.3 -0.4 -0.3 -0.741
C -2.452639 3.005932 -1.753550 -0.3 0.0 0.5 -0.288
C -2.548558 2.417521 -0.486818 -0.1 0.2 -0.2 -1.066
C -1.968196 1.191711 -0.283726 0.2 -0.2 -0.9 -0.020
N -1.295102 0.563497 -1.294962 0.2 0.1 0.7 0.702
H 1.750241 0.261120 -0.400599 -0.5 -0.6 -0.6 0.290
H 2.754910 1.096201 -2.344572 0.1 0.0 0.0 0.503
H 1.267564 1.900542 -1.829250 0.0 -0.1 0.0 0.070
H 1.601266 -0.011901 -4.193189 0.0 0.0 0.1 0.358
H 1.138792 1.676312 -4.167052 0.0 0.0 0.0 0.412
H -0.515264 -0.725312 -3.278972 0.0 0.0 0.0 0.281
H -0.883180 0.434670 -4.525008 -0.1 0.0 0.0 0.537
H -1.745869 2.778167 -3.765192 0.0 -0.1 0.1 0.501
H -2.910011 3.970802 -1.934181 0.0 0.0 0.0 0.460
H -3.066504 2.921935 0.316001 0.0 -0.1 0.0 0.456
H -2.004551 0.654160 0.651887 0.1 0.2 0.1 0.549
C 1.802913 5.161087 0.275801 0.1 0.0 0.0 -1.289
S 1.551080 3.371471 0.279823 0.0 0.1 0.0 0.334
C 1.259424 3.036067 1.976046 0.0 0.2 0.1 -0.176
C 0.986109 1.803701 2.426744 -0.2 0.0 0.0 -0.134
S 0.841477 0.325620 1.519981 0.1 -0.1 -0.2 -0.193
S 0.698918 1.676784 4.153820 0.0 0.0 -0.1 -0.077
C 0.916828 3.346661 4.557077 0.0 0.0 -0.1 0.087
S 0.779805 3.959056 6.058126 0.0 0.0 0.1 -0.211
S 1.312824 4.317861 3.167523 0.0 0.0 0.0 -0.078
H 0.935801 5.686585 0.668162 0.0 0.0 0.0 0.389
H 1.944856 5.439362 -0.765487 0.0 0.0 0.0 0.349
H 2.696732 5.433548 0.833730 0.0 0.0 0.0 0.451
C 0.912302 -4.153664 2.370605 0.0 0.0 0.0 -1.220
N 0.886361 -3.380131 1.129995 0.2 0.1 0.0 0.203
C 2.177147 -2.820733 0.706595 -0.1 0.0 0.1 -1.070
C -0.229850 -2.873183 0.606077 0.2 -0.1 0.3 0.914
O -0.153505 -1.796011 -0.062593 -0.4 -0.4 -0.7 0.102
N -1.418733 -3.462297 0.781061 -0.2 0.0 0.0 0.140
C -2.637733 -2.713193 0.484949 0.1 -0.1 0.0 -1.072
C -1.578031 -4.908199 0.934289 0.0 0.1 0.0 -1.214
H 1.590891 -3.660957 3.065073 0.0 0.0 0.0 0.409
H 1.264706 -5.170092 2.198967 0.0 0.0 0.0 0.337
H -0.071310 -4.180061 2.828332 0.0 0.0 0.0 0.420
H 2.951572 -3.552329 0.920983 0.0 -0.1 0.0 0.439
H 2.393722 -1.893275 1.243099 0.0 -0.1 0.0 0.298
H 2.169712 -2.621779 -0.360561 0.0 0.0 0.0 0.320
H -2.500633 -1.666765 0.738927 0.0 0.0 0.0 0.293
H -3.441991 -3.109848 1.100919 0.0 0.0 0.0 0.425
H -2.926347 -2.801948 -0.565349 0.0 0.0 0.0 0.318
H -0.632996 -5.415959 0.772026 0.0 0.0 0.0 0.398
H -2.285142 -5.257881 0.181646 0.0 0.0 0.0 0.412
H -1.965151 -5.168313 1.919644 0.0 0.0 0.0 0.347
```
Positions in Å, forces in eV/Å.

Calculated values
LUMO = -3.11 eV
Total charge = +1
Energy relative to the best compared isomer or geometry (same formula, charge and spin) = 0.0 kJ/mol
2S+1 = 1
Electronic energy = -2983.7393 hartree
HOMO level = -9.17 eV
Molar mass = 473.8 g mol⁻¹

---

# 3
Below is 2 unconnected molecules or ions with the total composition C17H26Cl2O4Si, with properties calculated with ωB97M-V/def2-TZVPD.

```
50
Properties=species:S:1:pos:R:3:forces:R:3:mulliken_charge:R:1
C -4.575469 -1.207592 -1.444557 -0.7 0.2 0.7 -0.878
C -3.848120 -2.061684 -0.250299 -1.7 1.0 0.5 0.197
Cl -2.463999 -3.169469 -0.806155 -1.3 1.0 0.3 -0.166
C -3.393840 -0.994931 0.956262 0.1 -1.7 1.5 -0.653
C -1.800049 -1.072490 1.327038 2.2 1.8 -1.2 0.103
C -0.779358 -0.325619 0.547143 -1.0 -3.0 3.8 0.630
Si -1.104607 0.768673 -0.995523 1.4 0.9 -1.4 -0.047
C -1.083178 -0.225685 -2.689205 -0.5 -0.2 -0.2 -0.780
C -2.616493 1.952272 -0.880042 -1.3 0.8 -0.6 -0.782
C 0.461445 1.951784 -1.132352 0.6 0.2 -0.6 -0.668
C 0.796440 -0.494518 1.082278 3.0 -0.7 -2.1 0.263
O 1.859520 -0.579498 0.280163 -6.5 0.7 5.0 -0.498
C 0.937927 -0.606716 2.744739 -3.2 -2.2 2.0 -0.514
C -0.097938 -1.368791 3.540625 2.2 1.8 -2.7 0.220
C 0.001240 -1.567454 5.196836 0.2 0.5 -0.6 -0.661
C -0.732003 -0.280702 5.910809 -7.4 -0.8 2.0 0.525
O -2.030944 -0.333209 6.307471 9.1 0.3 -2.8 -0.472
Cl 0.149726 1.334253 6.179024 -0.8 -2.3 -0.5 -0.157
C -1.345625 -2.001503 2.638212 -1.6 -3.9 0.9 0.052
O -1.915658 -3.179342 2.920402 3.4 7.4 -1.6 -0.580
H -3.852146 -0.653499 -2.177811 -1.3 -1.4 1.3 0.116
H -5.203508 -0.349266 -0.902056 1.3 -1.9 -1.1 0.265
H -5.375168 -1.893388 -1.969681 1.9 1.4 0.7 0.328
H -4.685968 -2.789398 0.190864 2.1 1.6 -0.9 0.373
H -3.817498 0.085996 0.789586 1.3 -2.1 0.0 0.393
H -3.965815 -1.403347 1.922743 1.4 0.9 -2.0 0.311
H -1.467001 0.547832 -3.492141 0.9 -1.6 1.4 0.246
H 0.011113 -0.571049 -2.920269 -2.1 0.7 0.4 0.268
H -1.793659 -1.153636 -2.684272 1.4 1.7 -0.1 0.253
H -2.576469 2.651658 -1.843973 0.0 -1.5 2.0 0.299
H -2.551344 2.675233 0.045404 -0.3 -1.6 -1.7 0.270
H -3.656330 1.384019 -0.957897 2.1 1.4 0.4 0.219
H 0.892704 2.162720 -0.060957 -0.7 -0.1 -2.2 0.227
H 0.177498 2.946357 -1.718805 0.5 -1.9 1.5 0.330
H 1.283830 1.413522 -1.792178 -1.5 1.1 1.6 -0.018
H 1.809593 -0.129072 3.362018 -1.5 -1.0 -1.7 0.298
H 1.128749 -1.637945 5.550126 -2.4 0.4 -0.9 0.365
H -0.551136 -2.543713 5.539196 0.8 2.1 -0.8 0.297
C 5.346331 0.817789 -3.532669 0.0 0.1 -0.4 -1.404
C 4.351267 1.345253 -2.511237 0.4 -0.5 0.2 0.449
C 4.998965 1.523258 -1.147285 -0.1 0.3 0.3 -1.186
O 3.260413 0.434728 -2.400762 -0.1 -0.1 -0.2 -0.424
H 5.732652 -0.162961 -3.233148 0.0 0.1 0.1 0.352
H 4.863277 0.682845 -4.506302 0.1 0.1 0.1 0.339
H 6.190376 1.504012 -3.652371 0.0 -0.1 0.0 0.382
H 3.945100 2.303192 -2.853730 -0.1 -0.2 0.0 0.263
H 5.372933 0.567558 -0.763231 0.0 0.0 -0.1 0.309
H 4.268045 1.891635 -0.419374 0.1 0.0 -0.2 0.263
H 5.832520 2.230726 -1.195427 -0.1 -0.1 0.0 0.401
H 3.611661 -0.418837 -2.097229 -0.2 0.4 0.0 0.287
```
Positions in Å, forces in eV/Å.

Calculated values
LUMO = -1.69 eV
SMILES = C[C@@H](Cl)CC1=C([Si](C)(C)C)C(=O)C=C(CC(=O)Cl)C1=O.CC(C)O
2S+1 = 1
Electronic energy = -2173.8842 hartree
HOMO level = -9.68 eV
Molar mass = 393.4 g mol⁻¹

---

# 4
Below is 2 unconnected molecules or ions with the total composition C17H26Cl3N3OPS, with properties calculated with ωB97M-V/def2-TZVPD.

```
52
Properties=species:S:1:pos:R:3:forces:R:3:mulliken_charge:R:1
C 3.310133 -0.001890 1.413728 -0.5 0.3 -0.3 -1.560
C 1.839097 -0.229722 1.017204 0.8 0.1 0.3 0.363
C 1.170753 1.139768 0.801827 -0.8 -0.4 1.1 0.628
C 0.662989 1.660420 2.181309 -0.1 0.2 -0.3 -1.827
P -0.310716 1.045956 -0.260837 0.1 0.0 0.3 1.393
C -0.858391 2.724552 -0.686296 0.3 -0.3 -0.4 -1.313
C -0.010653 3.467756 -1.734683 -0.2 0.5 0.4 -0.593
C 1.208273 4.193012 -1.151084 -0.2 0.2 -0.6 -0.594
Cl 2.751732 3.395903 -1.556969 0.0 -0.1 0.3 -0.153
C -0.098409 -0.043250 -1.695491 0.5 0.1 -0.2 -0.879
C 1.089135 0.297728 -2.620581 -0.4 0.0 0.0 -0.612
S 1.773404 -1.147892 -3.475075 -0.3 -0.2 -0.2 -0.182
C 2.444735 -2.038641 -2.133178 0.8 0.7 0.0 0.416
N 3.570872 -1.751365 -1.561473 -0.3 -0.1 -0.1 -0.246
N 3.733889 -2.669478 -0.553600 0.1 -0.3 0.4 -0.357
C 2.708416 -3.449666 -0.583423 0.6 0.6 -0.2 0.118
O 1.850036 -3.110420 -1.570206 -0.6 -0.4 0.1 -0.255
C -1.612960 0.300559 0.730303 -0.8 -0.1 0.2 0.279
C -2.793646 0.974294 1.048260 0.6 -0.4 -0.1 -0.682
C -3.741482 0.287364 1.797798 -0.5 0.5 0.1 -0.486
N -3.620132 -0.944308 2.269050 0.4 -0.1 -0.1 -0.552
C -2.493633 -1.591691 1.965293 0.1 1.1 0.3 -1.199
C -1.500460 -1.004453 1.198153 0.8 -0.4 -0.2 -0.253
H 3.731348 0.737882 0.734921 0.3 -0.1 -0.1 0.334
H 3.890618 -0.915332 1.370896 0.1 -0.1 0.0 0.477
H 3.340322 0.419859 2.416185 0.1 0.0 0.1 0.413
H 1.376219 -0.734919 1.862558 -0.4 -0.1 -0.1 0.332
H 1.759517 -0.895856 0.160521 0.1 0.1 -0.2 -0.511
H 1.880738 1.878138 0.438248 0.0 -0.1 -0.6 0.605
H 1.429170 2.241929 2.685277 0.1 0.0 0.0 0.397
H 0.373841 0.837390 2.827392 0.0 -0.1 0.0 0.430
H -0.221068 2.290293 2.077720 0.1 0.2 0.1 0.521
H -0.851687 3.288540 0.245616 -0.1 0.0 0.1 0.564
H -1.891907 2.659387 -1.020953 -0.1 -0.1 -0.1 0.616
H -0.649469 4.252104 -2.138366 -0.1 0.0 -0.1 0.441
H 0.261379 2.847616 -2.581503 0.1 -0.1 0.0 0.255
H 1.267610 5.179974 -1.596370 0.1 0.1 -0.1 0.407
H 1.115151 4.355442 -0.080852 0.2 -0.3 0.1 0.344
H -1.032083 -0.062657 -2.256777 -0.1 0.0 0.0 0.589
H 0.046872 -1.054266 -1.314510 -0.2 0.0 0.3 0.586
H 0.713837 0.904501 -3.442150 0.1 0.1 -0.1 0.329
H 1.868141 0.876996 -2.131990 0.2 -0.2 0.1 0.188
H 2.516924 -4.271273 0.080264 -0.2 -0.2 -0.1 0.436
H -2.973185 1.986214 0.725371 -0.2 0.1 0.1 0.364
H -4.668780 0.800945 2.021076 -0.1 -0.1 0.1 0.389
H -2.373198 -2.598945 2.345704 0.3 0.6 0.3 0.719
H -0.616406 -1.584598 0.963850 0.0 -0.1 0.0 0.314
C -4.201118 -5.114589 0.110760 -0.1 -0.1 0.0 -0.276
Cl -3.577595 -3.874372 1.226072 -0.6 -1.2 -0.9 -0.126
Cl -5.820678 -4.718360 -0.458384 0.0 0.0 0.0 -0.137
H -3.534092 -5.171493 -0.740765 0.0 0.1 0.0 0.247
H -4.233404 -6.065084 0.630160 0.0 0.0 0.1 0.300
```
Positions in Å, forces in eV/Å.

Calculated values
LUMO = -3.09 eV
Total charge = +1
2S+1 = 1
Electronic energy = -3022.7306 hartree
HOMO level = -12.61 eV
Molar mass = 457.8 g mol⁻¹

---

Q: The lowest molar mass belongs to which entry?
A: C17H26Cl2O4Si

---

Q: HOMO level of number 1 (C17H26BBeClCs2F7ILiO9S)?
A: -9.46 eV

---

Q: The lowest LUMO belongs to which entry?
A: C17H26BBeClCs2F7ILiO9S